Entry 1:
# C6H5NO2S2

A 2-piece molecular cluster, C6H5NO2S2 overall (wB97M-V/def2-TZVPD, the Open Molecules 2025 dataset).

The value obtained for the molar mass is 187.245 g mol⁻¹. The calculation puts the HOMO-LUMO gap (spin up / spin down) at 0.215 / 0.215 Ha. The LUMO energy (spin up / spin down) comes out at -3.18 / -3.18 eV.

```
! wB97M-V def2-TZVPD RIJCOSX def2/J DEFGRID3
* xyz 0 1
C 0.320 -0.808 0.192
C -0.164 -0.605 -1.113
C 0.075 0.133 1.173
C -0.953 0.509 -1.383
C -0.793 1.162 0.990
C -1.339 1.304 -0.266
N -3.803 -1.130 0.075
O -2.798 -1.137 -0.586
O -4.354 -2.111 0.487
S -2.547 2.434 -0.609
S -4.497 0.378 0.483
H 0.614 -1.740 0.454
H -0.022 -1.303 -2.015
H 0.360 0.022 2.251
H -1.664 0.903 -2.194
H -1.059 1.810 1.744
*
```


Entry 2:
# C6H5NO4

The molecule C6H5NO4 (wB97M-V/def2-TZVPD, the Open Molecules 2025 dataset).

The value obtained for the molar mass is 155.109 g mol⁻¹. As for the structure (SMILES): O=[N+]([O-])OOc1ccccc1. The calculation puts the HOMO-LUMO gap at 0.321 Ha. The LUMO energy comes out at -0.82 eV.

```
! wB97M-V def2-TZVPD RIJCOSX def2/J DEFGRID3
* xyz 0 1
O -4.363 -1.470 -0.117
N -4.489 -0.392 0.306
O -5.171 -0.048 1.194
O -3.787 0.588 -0.221
O -2.689 0.059 -1.231
C -1.450 -0.012 -0.573
C -0.370 0.357 -1.491
C 0.878 0.339 -0.959
C 1.063 -0.088 0.297
C 0.084 -0.414 1.198
C -1.210 -0.198 0.726
H -0.470 0.458 -2.562
H 1.781 0.572 -1.477
H 2.176 -0.091 0.624
H 0.420 -0.626 2.168
H -1.932 -0.473 1.483
*
```


Entry 3:
# C6H5NO4

C6H5NO4 as an isolated structure (wB97M-V/def2-TZVPD, the Open Molecules 2025 dataset).

The value obtained for the molar mass is 155.109 g mol⁻¹. The calculation puts the HOMO-LUMO gap (spin up / spin down) at 0.255 / 0.245 Ha. The LUMO energy (spin up / spin down) comes out at 0.21 / -3.81 eV.

```
! wB97M-V def2-TZVPD RIJCOSX def2/J DEFGRID3
* xyz 0 3
C 0.630 0.282 -1.326
C 0.383 -1.009 -2.219
C -0.426 -1.699 -0.134
C -0.453 -2.346 0.980
C -0.266 0.834 1.016
C 0.016 2.309 0.872
N 0.336 0.059 0.006
O 1.078 1.291 -1.821
O 0.617 -1.169 -3.356
O -0.864 0.316 1.872
O -0.148 -1.976 -1.429
H -0.815 -3.369 0.969
H -0.445 -1.656 1.808
H -0.437 2.763 1.702
H -0.323 2.835 -0.039
H 1.115 2.537 1.099
*
```


Entry 4:
# C6H5NP2

C6H5NP2 as an isolated structure (wB97M-V/def2-TZVPD, the Open Molecules 2025 dataset).

The value obtained for the molar mass is 153.061 g mol⁻¹. The calculation puts the HOMO-LUMO gap (spin up / spin down) at 0.279 / 0.238 Ha. The LUMO energy (spin up / spin down) comes out at 0.56 / -2.53 eV.

```
! wB97M-V def2-TZVPD RIJCOSX def2/J DEFGRID3
* xyz 0 3
C -1.323 1.008 -0.092
C -1.054 0.356 1.094
C -0.864 0.541 -1.334
C -0.492 -0.983 1.135
C -0.186 -0.678 -1.284
C -0.064 -1.387 -0.074
N 2.290 -1.827 -1.511
P 3.305 -2.891 -2.096
P 0.611 -2.230 -1.634
H -1.706 2.063 -0.147
H -1.536 0.790 2.109
H -0.921 1.080 -2.292
H -0.596 -1.641 2.062
H 4.527 -2.183 -1.866
*
```


Entry 5:
# C6H5P

A 2-piece molecular cluster, C6H5P overall (wB97M-V/def2-TZVPD, the Open Molecules 2025 dataset).

The value obtained for the molar mass is 108.080 g mol⁻¹. The calculation puts the HOMO-LUMO gap (spin up / spin down) at 0.254 / 0.289 Ha. The LUMO energy (spin up / spin down) comes out at 0.83 / -1.98 eV.

```
! wB97M-V def2-TZVPD RIJCOSX def2/J DEFGRID3
* xyz 0 3
C -0.226 1.426 -0.520
C -0.065 1.151 0.866
C -0.066 0.382 -1.431
C -0.087 -0.104 1.403
C -0.166 -0.872 -0.868
C -0.271 -1.150 0.493
P -0.479 -2.597 -0.475
H -0.262 2.391 -0.787
H 0.030 2.110 1.370
H 0.023 0.416 -2.553
H 0.057 -0.113 2.424
H 1.511 -3.041 0.079
*
```


Entry 6:
# C6H6

The molecule C6H6 (wB97M-V/def2-TZVPD, the Open Molecules 2025 dataset).

The value obtained for the molar mass is 78.114 g mol⁻¹. The calculation puts the HOMO-LUMO gap at 0.322 Ha. The LUMO energy comes out at 0.02 eV.

```
! wB97M-V def2-TZVPD RIJCOSX def2/J DEFGRID3
* xyz 0 1
C -0.470 0.889 0.849
C 0.887 0.798 0.962
C -0.832 0.152 -0.311
C 0.054 -0.422 -1.244
C 1.594 -0.202 0.291
C -1.466 -0.878 -1.120
H -1.037 1.469 1.501
H 1.347 1.485 1.507
H 2.568 0.096 0.111
H 1.273 -1.214 0.227
H -1.867 -1.724 -0.710
H -2.052 -0.449 -2.062
*
```


Entry 7:
# C6H6

The molecule C6H6 (wB97M-V/def2-TZVPD, the Open Molecules 2025 dataset).

The value obtained for the molar mass is 78.114 g mol⁻¹. As for the structure (SMILES): C#CCC#CC. The calculation puts the HOMO-LUMO gap at 0.361 Ha. The LUMO energy comes out at 0.89 eV.

```
! wB97M-V def2-TZVPD RIJCOSX def2/J DEFGRID3
* xyz 0 1
C -1.704 1.429 -2.285
C -0.858 1.551 -1.427
C -0.115 1.533 -0.204
C 0.358 0.221 0.290
C 0.748 -0.851 0.699
C 1.167 -2.165 1.222
H -2.757 1.457 -2.451
H 0.536 2.354 0.090
H -1.205 2.032 -0.025
H 0.391 -2.920 1.050
H 2.084 -2.519 0.739
H 1.355 -2.123 2.301
*
```


Entry 8:
# C6H6

The molecule C6H6 (wB97M-V/def2-TZVPD, the Open Molecules 2025 dataset).

The value obtained for the molar mass is 78.114 g mol⁻¹. As for the structure (SMILES): C#CCCC#C. The calculation puts the HOMO-LUMO gap at 0.404 Ha. The LUMO energy comes out at 0.97 eV.

```
! wB97M-V def2-TZVPD RIJCOSX def2/J DEFGRID3
* xyz 0 1
C -0.483 -0.828 2.826
C 0.025 -0.661 1.747
C 0.563 -0.425 0.405
C -0.188 0.735 -0.281
C 0.089 0.829 -1.716
C 0.275 0.884 -2.904
H -0.934 -0.983 3.782
H 0.463 -1.335 -0.196
H 1.634 -0.198 0.458
H -1.264 0.589 -0.139
H 0.069 1.677 0.217
H 0.424 0.938 -3.960
*
```


Entry 9:
# C6H6

The molecule C6H6 (wB97M-V/def2-TZVPD, the Open Molecules 2025 dataset).

The value obtained for the molar mass is 78.114 g mol⁻¹. The calculation puts the HOMO-LUMO gap at 0.324 Ha. The LUMO energy comes out at -0.58 eV.

```
! wB97M-V def2-TZVPD RIJCOSX def2/J DEFGRID3
* xyz 0 1
C 1.779 0.822 -0.388
C 0.430 0.513 -1.041
C -0.523 -0.127 -0.152
C -1.266 -0.858 0.450
C -2.180 -1.373 1.385
C -2.885 -2.404 1.777
H 2.498 1.098 -1.164
H 1.709 1.646 0.328
H 2.162 -0.057 0.141
H 0.564 -0.211 -1.849
H -0.011 1.413 -1.484
H -2.278 -0.463 1.996
*
```


Entry 10:
# C6H6

The molecule C6H6 (wB97M-V/def2-TZVPD, the Open Molecules 2025 dataset).

The value obtained for the molar mass is 78.114 g mol⁻¹. As for the structure (SMILES): C#CCC=C=C. The calculation puts the HOMO-LUMO gap at 0.387 Ha. The LUMO energy comes out at 0.97 eV.

```
! wB97M-V def2-TZVPD RIJCOSX def2/J DEFGRID3
* xyz 0 1
C 3.090 0.022 0.438
C 1.923 -0.135 0.689
C 0.497 -0.370 0.925
C -0.251 -0.626 -0.363
C -1.434 -0.138 -0.614
C -2.560 0.426 -0.951
H 4.123 0.166 0.215
H 0.044 0.472 1.460
H 0.380 -1.253 1.568
H 0.218 -1.275 -1.099
H -2.503 1.283 -1.613
H -3.535 0.062 -0.640
*
```


Entry 11:
# C6H6

The molecule C6H6 (wB97M-V/def2-TZVPD, the Open Molecules 2025 dataset).

The value obtained for the molar mass is 78.114 g mol⁻¹. As for the structure (SMILES): C#CC(=C)C=C. The calculation puts the HOMO-LUMO gap at 0.337 Ha. The LUMO energy comes out at 0.23 eV.

```
! wB97M-V def2-TZVPD RIJCOSX def2/J DEFGRID3
* xyz 0 1
C -1.723 -0.640 1.236
C -0.659 -0.315 0.748
C 0.623 -0.331 0.134
C 1.628 -0.799 0.932
C 0.375 0.511 -1.087
C -0.716 1.144 -1.397
H -2.574 -0.697 2.054
H 1.456 -1.135 2.020
H 2.629 -1.030 0.176
H 1.427 0.598 -1.570
H -0.909 1.574 -2.495
H -1.557 1.120 -0.751
*
```


Entry 12:
# C6H6

A 2-piece molecular cluster, C6H6 overall (wB97M-V/def2-TZVPD, the Open Molecules 2025 dataset).

The value obtained for the molar mass is 78.114 g mol⁻¹. The calculation puts the HOMO-LUMO gap (spin up / spin down) at 0.328 / 0.284 Ha. The LUMO energy (spin up / spin down) comes out at -0.44 / -1.51 eV.

```
! wB97M-V def2-TZVPD RIJCOSX def2/J DEFGRID3
* xyz 0 1
C 1.519 -0.424 0.049
C 2.268 -1.407 0.357
C 0.667 1.609 0.471
C 1.082 0.769 -0.735
C 0.190 0.306 0.278
C -1.940 -1.456 -0.003
H 1.478 1.749 1.188
H 0.118 2.516 0.220
H 0.927 0.953 -1.846
H -1.523 -2.223 0.547
H -2.178 -1.588 -1.117
H -2.607 -0.804 0.590
*
```


Entry 13:
# C6H6

The molecule C6H6 (wB97M-V/def2-TZVPD, the Open Molecules 2025 dataset).

The value obtained for the molar mass is 78.114 g mol⁻¹. As for the structure (SMILES): C#CCCC#C. The calculation puts the HOMO-LUMO gap at 0.403 Ha. The LUMO energy comes out at 0.97 eV.

```
! wB97M-V def2-TZVPD RIJCOSX def2/J DEFGRID3
* xyz 0 1
C -2.930 0.611 -0.018
C -1.873 0.057 0.135
C -0.545 -0.528 0.302
C 0.534 0.546 0.067
C 1.867 -0.017 0.142
C 2.954 -0.509 0.026
H -3.878 1.079 -0.151
H -0.403 -1.375 -0.381
H -0.437 -0.935 1.317
H 0.499 0.994 -0.932
H 0.401 1.353 0.795
H 3.961 -0.841 0.034
*
```


Entry 14:
# C6H6

The molecule C6H6 (wB97M-V/def2-TZVPD, the Open Molecules 2025 dataset).

The value obtained for the molar mass is 78.114 g mol⁻¹. The calculation puts the HOMO-LUMO gap at 0.345 Ha. The LUMO energy comes out at 0.17 eV.

```
! wB97M-V def2-TZVPD RIJCOSX def2/J DEFGRID3
* xyz 0 1
C -1.071 0.252 -0.185
C -1.517 1.628 1.635
C -1.466 0.386 1.304
C -0.063 1.095 -0.781
C 0.505 -0.001 -0.383
C 1.562 -0.986 -0.397
H -1.916 -0.152 -0.682
H -1.911 -0.504 1.835
H 0.238 2.110 -1.146
H 1.676 -1.274 0.586
H 2.474 -0.558 -0.804
H 1.490 -1.996 -0.983
*
```


Entry 15:
# C6H6

The molecule C6H6 (wB97M-V/def2-TZVPD, the Open Molecules 2025 dataset).

The value obtained for the molar mass is 78.114 g mol⁻¹. As for the structure (SMILES): C#CC#CCC. The calculation puts the HOMO-LUMO gap at 0.349 Ha. The LUMO energy comes out at 0.10 eV.

```
! wB97M-V def2-TZVPD RIJCOSX def2/J DEFGRID3
* xyz 0 1
C -3.155 0.644 -2.331
C -2.102 0.701 -1.688
C -1.032 0.645 -0.854
C -0.143 0.539 -0.046
C 0.990 0.436 0.852
C 1.618 -0.960 0.856
H -3.708 -0.024 -1.664
H 1.713 1.184 0.508
H 0.679 0.734 1.859
H 2.569 -0.934 1.395
H 0.960 -1.684 1.344
H 1.804 -1.304 -0.165
*
```


Entry 16:
# C6H6

The molecule C6H6 (wB97M-V/def2-TZVPD, the Open Molecules 2025 dataset).

The value obtained for the molar mass is 78.114 g mol⁻¹. The calculation puts the HOMO-LUMO gap (spin up / spin down) at 0.280 / 0.298 Ha. The LUMO energy (spin up / spin down) comes out at 1.03 / -1.82 eV.

```
! wB97M-V def2-TZVPD RIJCOSX def2/J DEFGRID3
* xyz 0 3
C 0.359 0.376 -1.414
C 1.698 1.696 -1.634
C -0.920 0.305 -0.646
C -0.180 -0.547 0.356
C 1.529 1.140 -0.437
C 1.092 -0.344 -0.424
H -1.261 1.367 -0.434
H -1.821 -0.151 -1.171
H -0.149 -0.346 1.489
H -0.408 -1.665 0.189
H 1.581 1.570 0.668
H 1.909 -1.176 -0.388
*
```


Entry 17:
# C6H6BaBr2O3S

C6H6BaBr2O3S as an isolated structure (wB97M-V/def2-TZVPD, the Open Molecules 2025 dataset).

The value obtained for the molar mass is 455.314 g mol⁻¹. The calculation puts the HOMO-LUMO gap at 0.321 Ha. The LUMO energy comes out at -7.89 eV.

```
! wB97M-V def2-TZVPD RIJCOSX def2/J DEFGRID3
* xyz 2 1
C 3.067 -0.007 1.547
C 2.659 -0.175 0.454
C 2.018 -0.337 -0.793
O 1.418 -1.677 -0.940
S 0.096 -2.032 -0.223
O -0.891 -2.155 -1.345
O -0.408 -0.759 0.732
C -1.691 -0.303 0.584
Br -3.284 -1.397 0.932
C -1.887 0.964 0.253
C -0.795 1.916 0.039
Br -3.582 1.681 0.077
H 3.598 0.359 2.373
H 1.302 0.435 -0.991
H 2.753 -0.279 -1.570
H -0.594 2.018 -1.010
H 0.111 1.585 0.497
H -1.038 2.874 0.449
Ba -2.834 -2.732 -0.945
*
```


Entry 18:
# C6H6Br2F9S3

A 2-piece molecular cluster, C6H6Br2F9S3 overall (wB97M-V/def2-TZVPD, the Open Molecules 2025 dataset).

The value obtained for the molar mass is 505.105 g mol⁻¹. The calculation puts the HOMO-LUMO gap at 0.262 Ha. The LUMO energy comes out at -5.02 eV.

```
! wB97M-V def2-TZVPD RIJCOSX def2/J DEFGRID3
* xyz 1 1
F -2.414 -0.724 -0.116
C -1.518 -1.510 0.475
F -1.467 -1.243 1.756
F -1.872 -2.779 0.301
C -0.112 -1.246 -0.175
F -0.093 0.014 -0.707
F 0.842 -1.334 0.754
C 0.244 -2.212 -1.338
F -0.795 -2.352 -2.180
F 0.577 -3.408 -0.829
C 1.491 -1.762 -2.171
F 1.716 -2.692 -3.096
F 2.551 -1.639 -1.388
S 1.383 -0.068 -3.036
S 2.587 -0.324 -4.640
S -0.456 0.152 -3.948
H 1.938 -1.383 -5.159
H -1.159 0.400 -2.828
Br 0.237 2.075 1.625
C 0.279 2.730 3.461
C -1.081 3.184 3.919
Br -1.587 4.878 3.118
H 1.012 3.529 3.482
H 0.629 1.895 4.062
H -1.075 3.349 4.994
H -1.859 2.472 3.665
*
```